A cluster of 2 separate species, C26H44FN2O4 in total at a distorted geometry, computed with ωB97M-V/def2-TZVPD.

XYZ file:
```
77
Properties=species:S:1:pos:R:3
C 6.014 0.372 4.950
C 4.682 -0.204 4.809
C 4.426 -1.589 4.039
N 3.550 -1.443 2.827
C 2.132 -1.599 3.025
C 1.066 -1.526 1.869
C -0.450 -1.776 2.306
O -1.422 -1.039 1.549
C -2.626 -1.799 1.288
C -3.875 -1.411 2.233
O -4.132 0.013 2.230
C -5.175 0.259 1.248
C -5.409 1.852 1.174
C 1.583 -1.242 0.433
C 0.567 -1.126 -0.791
O -0.045 -0.032 -0.931
O 0.380 -2.178 -1.722
C 3.126 -1.075 0.223
C 3.845 -0.807 -1.175
F 3.157 -1.342 -2.318
C 4.203 0.743 -1.464
C 4.190 1.689 -0.168
C 4.064 -1.179 1.486
C 5.673 -1.018 1.405
C 6.363 -2.472 1.301
C 5.428 -3.663 0.724
N 7.616 -2.646 1.659
H 6.800 -0.190 5.565
H 6.188 1.394 4.460
H 3.796 0.325 5.294
H 5.407 -2.157 3.817
H 3.856 -2.275 4.781
H 1.759 -1.790 4.098
H -0.536 -1.404 3.403
H -0.615 -2.907 2.347
H -2.507 -2.936 1.343
H -2.955 -1.570 0.201
H -4.794 -1.951 1.775
H -3.778 -1.852 3.299
H -4.818 -0.180 0.236
H -6.176 -0.217 1.550
H -6.421 2.146 0.716
H -5.306 2.306 2.222
H -4.558 2.277 0.533
H 1.160 -2.771 -1.581
H 4.862 -1.359 -1.129
H 5.288 0.762 -1.871
H 3.564 1.194 -2.313
H 3.225 1.662 0.443
H 5.071 1.505 0.557
H 4.323 2.783 -0.522
H 6.063 -0.375 2.263
H 5.973 -0.464 0.432
H 4.679 -3.935 1.563
H 6.077 -4.588 0.476
H 4.814 -3.343 -0.190
H 7.844 -3.651 1.532
C -6.917 3.796 -3.665
C -5.670 3.701 -4.533
C -5.324 2.266 -4.935
C -4.994 1.325 -3.772
C -3.838 1.775 -2.878
C -2.509 1.869 -3.615
H -6.792 3.267 -2.717
H -7.136 4.842 -3.432
H -7.784 3.377 -4.182
H -4.826 4.168 -4.016
H -5.834 4.286 -5.444
H -4.482 2.290 -5.635
H -6.166 1.841 -5.495
H -4.761 0.336 -4.184
H -5.885 1.187 -3.150
H -3.732 1.055 -2.059
H -4.068 2.738 -2.411
H -2.237 0.903 -4.050
H -1.715 2.164 -2.924
H -2.543 2.611 -4.416
```

Values from the calculation:
- charge = +1
- F_max (hartree/bohr) = 0.1101
- HOMO energy (eV) = -11.7

Results of the Löwdin charge analysis, in e, for atoms 1 through 4:
1 C 0.015
2 C -0.117
3 C -0.157
4 N -0.034

---

A structure of composition C26H44N5PRh at a distorted geometry, computed with ωB97M-V/def2-TZVPD.

XYZ file:
```
77
Properties=species:S:1:pos:R:3
Rh 1.281 1.004 -0.819
C 2.532 2.808 4.246
C 2.238 3.965 3.534
C 1.702 3.892 2.261
C 1.471 2.643 1.690
C 1.749 1.485 2.399
C 2.275 1.568 3.679
N 0.920 2.529 0.375
N 0.157 3.451 -0.005
C -0.371 3.207 -1.262
C -1.234 4.121 -1.869
C -1.745 3.817 -3.113
C -1.384 2.623 -3.740
C -0.530 1.711 -3.132
C -0.039 1.977 -1.862
H 2.949 2.874 5.242
H 2.427 4.935 3.976
H 1.468 4.788 1.705
H 1.472 0.526 1.970
H 2.468 0.663 4.238
H -1.480 5.043 -1.358
H -2.418 4.502 -3.610
H -1.788 2.398 -4.720
H -0.282 0.788 -3.643
N 2.861 2.203 -1.669
C 4.182 1.815 -1.117
C 4.271 0.303 -1.045
N 3.195 -0.198 -0.170
H 2.866 2.101 -2.680
H 2.696 3.191 -1.497
H 4.256 2.242 -0.115
H 4.998 2.219 -1.719
H 5.267 0.006 -0.709
H 4.122 -0.121 -2.040
H 3.465 -0.085 0.803
H 3.028 -1.188 -0.316
C -2.729 -3.361 -1.351
C -1.892 -2.099 -1.567
C -2.822 -0.976 -2.051
C -0.895 -2.336 -2.715
P -0.935 -1.480 -0.062
N 0.275 -0.574 -0.515
C -0.163 -2.976 0.814
C 0.561 -3.833 -0.232
C -1.144 -3.873 1.579
C 0.921 -2.473 1.787
C -2.117 -0.625 1.139
C -3.440 -1.359 1.389
C -1.406 -0.435 2.486
C -2.414 0.788 0.611
H -3.332 -3.532 -2.246
H -3.414 -3.278 -0.508
H -2.114 -4.247 -1.207
H -3.186 -1.237 -3.048
H -2.298 -0.026 -2.126
H -3.696 -0.852 -1.416
H -1.466 -2.591 -3.611
H -0.197 -3.146 -2.528
H -0.323 -1.432 -2.914
H -0.123 -4.347 -0.901
H 1.138 -4.599 0.291
H 1.253 -3.233 -0.826
H -1.925 -4.280 0.939
H -1.615 -3.365 2.417
H -0.587 -4.720 1.989
H 1.465 -1.637 1.344
H 1.627 -3.284 1.983
H 0.515 -2.160 2.745
H -3.302 -2.369 1.769
H -4.066 -1.410 0.501
H -3.996 -0.797 2.143
H -1.289 -1.368 3.032
H -2.016 0.227 3.104
H -0.427 0.032 2.369
H -3.181 0.798 -0.159
H -1.520 1.248 0.205
H -2.770 1.408 1.438
```

Values from the calculation:
- charge = +1
- F_max (hartree/bohr) = 0.0207
- HOMO energy (eV) = -10.3

Results of the Löwdin charge analysis, in e, for atoms 1 through 4:
1 Rh 1.037
2 C -0.063
3 C -0.061
4 C -0.017

---

Number 1: orbital gap 6.88 eV. Number 2: orbital gap 6.76 eV.